A structure of composition C31H41BFN12O3PTi. Source: the OMol25 dataset; level of theory: ωB97M-V/def2-TZVPD.

Positions of all 91 atoms, in Å:
Ti (-1.10, -0.80, 1.86)
P (-3.68, -2.18, 1.19)
F (2.33, 4.31, -0.91)
O (-0.70, -2.33, 0.77)
O (-0.99, -3.31, -1.21)
O (-0.41, 0.32, 0.29)
N (0.98, 0.47, 3.47)
N (2.07, -0.87, -2.74)
N (-2.15, 1.04, 2.30)
N (5.81, 5.44, -4.18)
N (-1.22, 1.73, 3.02)
N (-4.48, -4.81, 0.97)
N (-6.22, -3.21, 1.47)
N (-1.54, -1.13, 3.97)
N (-5.28, -3.32, -0.78)
N (-1.11, -0.09, 4.73)
N (0.89, -0.56, 2.58)
N (4.11, 3.52, -2.95)
C (-1.54, -0.25, 5.99)
C (-6.53, -3.07, 0.09)
C (2.94, -1.37, -3.83)
C (4.69, 4.59, -2.15)
C (3.16, 2.64, -2.37)
C (1.41, 2.17, -0.76)
C (1.22, -1.72, -2.16)
C (5.14, 4.36, -5.00)
C (-0.49, -2.44, -0.52)
C (6.03, 4.98, -2.75)
C (-2.35, 3.23, 1.85)
C (-4.25, -2.25, -0.58)
C (-2.82, 1.94, 1.58)
C (-2.25, -1.43, 6.07)
C (0.40, -0.07, -0.61)
C (-4.73, -4.72, -0.42)
C (3.08, 1.34, -2.83)
C (-3.34, -3.99, 1.39)
C (2.12, -0.97, 2.32)
C (-1.34, 3.03, 2.76)
C (1.33, 0.85, -1.23)
C (-5.69, -4.54, 1.74)
C (2.16, 0.44, -2.28)
C (3.85, 3.95, -4.32)
C (2.29, 3.04, -1.33)
C (4.32, -1.76, -3.33)
C (0.42, -1.40, -1.10)
C (2.27, 0.69, 3.76)
C (-2.24, -1.93, 4.77)
C (3.04, -0.20, 3.03)
C (-5.36, -2.14, 1.98)
B (-0.30, 1.06, 4.11)
H (-6.89, -2.07, -0.15)
H (6.48, 5.81, -2.21)
H (4.92, -2.12, -4.17)
H (-3.60, 1.63, 0.91)
H (2.54, 1.45, 4.47)
H (0.00, 1.88, 4.92)
H (-3.82, -4.85, -1.01)
H (-5.57, -3.33, -1.76)
H (-3.13, -4.20, 2.44)
H (-6.45, -5.28, 1.47)
H (-2.46, -4.24, 0.81)
H (6.72, 4.14, -2.80)
H (-2.67, -2.84, 4.39)
H (5.84, 3.54, -5.05)
H (1.19, -2.73, -2.57)
H (5.23, 6.28, -4.18)
H (-5.83, -1.17, 1.81)
H (3.13, 4.79, -4.34)
H (-2.73, 4.16, 1.46)
H (2.97, -0.61, -4.61)
H (4.87, 4.24, -1.14)
H (-7.27, -3.81, -0.22)
H (2.42, -2.23, -4.26)
H (-3.40, -2.49, -1.22)
H (3.77, 1.03, -3.59)
H (4.84, -0.92, -2.87)
H (4.25, -2.56, -2.60)
H (-1.29, 0.48, 6.75)
H (3.41, 3.14, -4.90)
H (6.70, 5.70, -4.60)
H (-5.25, -2.25, 3.06)
H (2.29, -1.79, 1.65)
H (-5.50, -5.43, -0.73)
H (4.97, 4.77, -5.99)
H (-2.71, -1.87, 6.94)
H (-0.72, 3.75, 3.28)
H (4.04, 5.47, -2.09)
H (0.75, 2.50, 0.03)
H (-5.48, -4.64, 2.80)
H (-4.68, -1.30, -0.88)
H (4.11, -0.30, 3.06)

Values from the calculation:
2S+1: 2
calculated total energy: -92617.629 eV
molar mass: 738.40 g/mol
HOMO (spin up / spin down): -14.7381 / -15.3924 eV
charge: +3
relative energy (zero: lowest compared OMol25 entry of this formula, charge and spin): 0.674 eV
Kohn-Sham gap (spin up / spin down): 7.7970 / 8.3228 eV